Molecular formula: C19H42N2O3
Method: DFT, ωB97M-V with the def2-TZVPD basis set

Geometry as XYZ:
```
66
Properties=species:S:1:pos:R:3:forces:R:3:lowdin_charge:R:1
O 1.9885 -0.9482 -2.2533 8.6 8.0 0.2 -0.07
O -2.0155 -1.8894 -4.1440 0.1 0.6 -1.0 0.01
O 0.7253 1.1879 0.2350 -0.9 2.6 0.8 -0.11
N -1.9264 -1.8543 -2.7892 0.7 0.1 3.3 -0.14
N 1.0457 1.4964 1.5162 0.1 0.8 3.1 -0.07
C 1.7825 -0.2869 -1.0460 3.2 1.2 0.3 -0.17
C 2.1367 2.5004 1.6752 1.8 0.0 1.2 -0.48
C 1.8966 -0.8443 2.2149 0.6 1.1 1.0 0.00
C 0.9506 0.9347 3.8515 0.7 -0.9 1.3 -0.16
C 0.8777 0.3163 2.4250 0.2 0.3 1.1 -0.42
C 2.0638 1.8734 4.1961 0.4 2.0 -1.7 -0.19
C -4.1193 -0.5331 -2.6817 1.0 -1.0 -0.2 -0.01
C 1.9911 3.7561 0.8097 -0.9 -0.8 -0.4 -0.03
C -0.7269 -1.1405 -0.7515 -0.4 -1.4 1.0 -0.20
C -0.7029 -1.1601 -2.2412 0.8 -1.0 -1.7 -0.40
C -3.1679 -1.7223 -0.6383 2.2 1.5 0.6 -0.12
C 0.4328 -2.1425 -2.6744 -4.7 -3.6 -0.4 -0.05
C 3.5700 1.9015 1.5319 -0.8 -1.4 -0.8 -0.01
C -0.5305 -0.2553 2.3099 0.5 0.6 -0.9 -0.04
C 2.0769 3.0094 3.1096 -1.4 -0.1 2.0 -0.15
C -3.2184 -1.7312 -2.1781 -2.0 -0.7 1.4 -0.50
C -0.4335 0.3091 -2.7186 -0.9 -0.3 0.0 0.01
C -3.9649 -3.0804 -2.4126 -0.3 0.5 -1.4 -0.04
C -2.0359 -0.7599 -0.1288 -1.9 -1.3 -0.8 -0.17
H 3.8248 1.2567 2.3729 -0.1 0.3 0.2 0.06
H -4.1166 -3.2434 -3.4796 0.0 0.1 -0.2 0.07
H -2.8968 -2.6865 -0.2083 0.0 -0.3 -0.4 0.12
H 1.6526 -1.7649 2.7449 -0.8 -0.2 -0.6 0.09
H 4.4194 2.5627 1.3606 -0.4 0.3 -0.2 0.09
H -1.9740 -0.9232 0.9472 -1.4 0.1 -0.9 0.07
H 2.8906 4.3498 0.9731 -0.2 0.1 -0.4 0.09
H 1.1011 4.3314 1.0647 0.0 0.1 0.6 0.08
H -2.2315 -0.9682 -4.3062 -0.2 0.3 -1.2 0.08
H -0.8836 0.4450 -3.7020 0.3 0.4 -0.1 0.08
H -2.2895 0.2735 -0.3650 -0.1 0.3 0.3 0.12
H 1.3515 -1.8643 -2.1580 -3.3 -4.2 -0.1 -0.11
H -4.3122 -0.8219 -3.7149 -0.9 0.3 0.0 0.07
H -4.9916 -0.4275 -2.0367 -0.2 -0.2 -0.4 0.08
H -0.4499 -2.1557 -0.4674 -0.4 -0.4 0.4 0.14
H 2.5706 0.4228 -0.7944 0.2 0.5 -0.9 0.10
H 0.0083 1.7993 0.0514 -0.5 0.0 -0.3 0.14
H 1.1396 0.2513 4.6793 -0.6 -1.4 -0.5 0.12
H -4.9640 -3.0492 -1.9779 0.0 -0.1 0.3 0.08
H -4.0974 -1.4516 -0.1374 -0.3 0.1 -0.6 0.12
H 3.4466 1.1706 0.7327 0.8 0.2 -0.4 0.06
H 2.8466 -1.3725 -2.3255 0.9 0.3 0.1 0.15
H 1.8474 2.2357 5.2011 0.1 0.5 -0.1 0.11
H -0.8694 -0.5066 1.3049 2.1 0.8 1.1 0.00
H 1.1186 3.5286 3.1303 -0.4 0.0 0.5 0.11
H 0.6239 -2.0662 -3.7448 -0.1 -0.4 0.0 0.09
H 3.0708 1.4617 4.2628 -0.1 -0.5 -0.1 0.10
H -0.8698 0.9956 -1.9930 -0.8 0.2 -0.2 0.07
H 0.6062 0.6310 -2.6600 -0.3 -0.4 -1.1 0.08
H 2.7652 3.7894 3.4352 0.6 -0.1 -0.8 0.12
H 2.1076 -0.9478 1.1506 0.1 -0.5 1.3 0.04
H 0.8482 0.2731 -1.0059 2.5 -1.2 -1.8 0.03
H 0.1996 -3.1453 -2.3165 -1.1 -0.3 -0.8 0.08
H 1.7727 3.5185 -0.2314 0.8 -0.1 -0.3 0.08
H -1.2085 0.5490 2.5956 -0.4 -0.4 0.6 0.10
H 0.0377 1.4255 4.1890 -0.3 0.1 -0.7 0.12
H 1.9202 -0.8984 -0.1542 -0.9 -0.8 -1.2 0.07
H 2.8072 -0.6130 2.7677 0.4 0.4 -0.4 0.07
H -0.6062 -1.2272 2.7974 -0.2 0.4 0.8 0.11
H -3.3933 -3.9478 -2.0826 0.0 0.3 0.4 0.09
H 0.1282 -0.5742 -0.3825 -2.3 -1.0 0.3 0.05
H -3.6467 0.4477 -2.7343 0.4 0.0 0.3 0.07
```
Forces are in eV/Å.

The calculation puts the total energy at -1083.87197 a.u. Its gap between HOMO and LUMO is 7.31 eV. The spin multiplicity is 1. Its HOMO energy is -6.810 eV.